ORCA calculation (ωB97M-V/def2-TZVPD) on C37H81ClN4O3 as an isolated structure.

Geometry (Å):
C 1.31014 4.20652 0.85754
C 2.69859 3.51416 0.66036
C 2.59228 2.40283 -0.41070
N 4.01998 1.83532 -0.85823
C 3.84300 0.99263 -2.17487
C 3.01569 -0.33825 -1.94770
C 3.64157 -1.14670 -0.85572
C 3.75781 -0.30274 0.46312
C 4.60123 1.03526 0.31409
C 5.06250 2.96531 -1.24342
H 1.08450 4.67922 -0.09836
H 1.14263 5.01202 1.57253
H 0.56995 3.44564 1.10507
H 3.11824 3.11436 1.58349
H 3.27870 4.37879 0.33788
H 2.03156 2.71726 -1.29094
H 1.93552 1.63058 -0.01021
H 3.32553 1.65064 -2.87298
H 4.78230 0.75157 -2.67257
H 2.00501 -0.09586 -1.61928
H 2.85922 -0.85655 -2.89373
H 3.05750 -1.99809 -0.50633
H 4.59792 -1.53666 -1.20418
H 2.76350 -0.22363 0.90265
H 4.21457 -0.86385 1.27837
H 4.56453 1.65862 1.20748
H 5.66477 0.85561 0.15694
H 5.64044 3.18431 -0.34558
H 4.52024 3.82726 -1.63212
H 5.72911 2.44312 -1.92975
C -4.10280 -0.85722 0.79411
C -3.44914 0.30082 1.50515
C -2.61222 1.19476 0.57035
N -2.14715 2.53288 1.17370
C -1.07580 3.03914 0.16227
C -0.60723 4.42746 0.53467
C -1.77376 5.43790 0.68920
C -2.89326 4.91703 1.59606
C -3.31348 3.51170 1.18431
C -1.47887 2.15284 2.56149
H -4.41617 -1.52768 1.59435
H -3.45609 -1.41299 0.11514
H -4.98290 -0.63607 0.19028
H -2.75059 -0.10621 2.23623
H -4.15893 0.88928 2.08655
H -3.10397 1.43204 -0.37304
H -1.67164 0.70356 0.32109
H -1.60555 3.18866 -0.77853
H -0.33219 2.25174 0.03914
H 0.02092 4.88063 -0.23226
H -0.18725 4.45918 1.54000
H -2.24790 5.70531 -0.25514
H -1.33770 6.30534 1.18468
H -3.82301 5.48262 1.53457
H -2.58655 5.05544 2.63283
H -3.71713 3.49935 0.17190
H -3.99676 3.12764 1.94177
H -0.61602 1.57684 2.22711
H -2.22013 1.64459 3.17818
H -1.04545 3.06647 2.96834
C 1.09630 -2.86015 -1.15017
C -0.00203 -1.76124 -1.12215
C -0.10166 -1.12552 -2.51823
N -0.64904 0.34377 -2.56393
C 0.45421 1.28445 -2.04978
C 0.22633 2.82209 -2.09749
C -0.31371 3.17077 -3.46611
C -1.42341 2.26752 -4.01019
C -1.05593 0.71294 -4.01200
C -1.82344 0.61731 -1.54288
H 0.76216 -3.70681 -1.74987
H 1.19810 -3.14844 -0.10393
H 2.05582 -2.55500 -1.56765
H 0.20974 -1.01121 -0.36011
H -0.99208 -2.18505 -0.95397
H -0.84509 -1.64367 -3.12398
H 0.88833 -1.00623 -2.95845
H 1.35132 1.06842 -2.62998
H 0.64738 0.99128 -1.01786
H 1.12009 3.37043 -1.79979
H -0.49425 3.18381 -1.36398
H 0.54553 3.11243 -4.13424
H -0.58769 4.22523 -3.50016
H -1.65480 2.72547 -4.97187
H -2.37323 2.55619 -3.56006
H -0.18292 0.50173 -4.62953
H -1.81687 0.01079 -4.35269
H -2.08336 1.65874 -1.35329
H -1.44040 0.23502 -0.59671
H -2.73453 0.08472 -1.81554
C -1.33973 -1.12194 0.87039
C -0.78677 -2.57881 0.75631
C -1.76541 -3.72852 1.13380
N -1.18373 -5.18745 1.01272
C -2.22618 -6.22090 1.63191
C -1.69028 -7.61337 1.48921
C -0.45018 -7.80231 2.35426
C 0.59391 -6.80304 2.05972
C 0.09318 -5.33570 1.90660
C -0.79649 -5.43554 -0.49884
H -0.55302 -0.37454 0.76753
H -1.80114 -1.04006 1.85451
H -2.10034 -0.91816 0.11670
H 0.17177 -2.54891 1.27437
H -0.53890 -2.65848 -0.30213
H -2.68924 -3.74398 0.55553
H -2.11370 -3.62006 2.16095
H -2.40817 -5.99832 2.68330
H -3.16536 -6.15438 1.08272
H -2.45062 -8.32843 1.80333
H -1.34391 -7.92961 0.50527
H -0.71635 -7.85718 3.40984
H 0.02925 -8.72158 2.01782
H 1.39483 -6.78683 2.79889
H 1.11419 -7.12361 1.15714
H -0.34952 -5.09202 2.87238
H 0.84288 -4.65054 1.51087
H -0.08353 -4.68944 -0.84968
H -1.75997 -5.36466 -1.00360
H -0.38919 -6.44626 -0.52413
Cl 0.47341 0.59369 0.84695
O 0.72389 2.85435 2.57664
C 1.97366 2.53718 3.11748
O 2.53886 3.36393 3.86792
O 2.45015 1.42925 2.87286
H 0.58106 1.97471 2.21969

Properties
* ΔE to the lowest compared entry with this formula, charge and spin: 644.5 kcal per mole
* charge: +2